{
  "formula": "C33H49IrN4O7SSi",
  "method": "ωB97M-V/def2-TZVPD",
  "species": ["Ir", "O", "C", "O", "C", "C", "C", "C", "C", "C", "C", "C", "C", "N", "H", "H", "H", "H", "H", "H", "C", "C", "N", "C", "S", "N", "C", "C", "H", "H", "H", "H", "H", "H", "H", "H", "H", "H", "H", "H", "O", "C", "O", "C", "C", "C", "C", "C", "C", "N", "O", "O", "H", "H", "H", "H", "C", "Si", "C", "C", "C", "C", "C", "C", "C", "C", "H", "H", "H", "H", "H", "H", "H", "H", "H", "H", "H", "H", "H", "H", "H", "H", "H", "H", "H", "H", "H", "C", "C", "O", "H", "H", "H", "H", "H", "H"],
  "coordinates": [[-0.125, 0.046, 0.415], [0.478, -1.120, 4.411], [0.082, -1.044, 3.272], [0.537, -0.199, 2.394], [-0.980, -1.959, 2.759], [-1.539, -2.922, 3.611], [-2.526, -3.725, 3.122], [-2.932, -3.587, 1.777], [-3.942, -4.393, 1.201], [-4.294, -4.239, -0.106], [-3.651, -3.265, -0.901], [-2.674, -2.471, -0.374], [-2.292, -2.608, 0.976], [-1.321, -1.800, 1.508], [-1.166, -2.987, 4.622], [-3.002, -4.465, 3.753], [-4.426, -5.137, 1.822], [-5.060, -4.865, -0.543], [-3.933, -3.153, -1.940], [-2.190, -1.707, -0.959], [4.838, 0.469, 4.704], [3.543, -0.146, 4.182], [3.235, 0.293, 2.821], [2.414, 1.271, 2.485], [2.053, 1.481, 0.784], [1.969, 2.137, 3.371], [1.105, 3.292, 3.087], [1.918, 4.564, 2.901], [5.031, 0.106, 5.713], [4.779, 1.558, 4.734], [5.679, 0.189, 4.070], [2.698, 0.083, 4.831], [3.629, -1.231, 4.155], [3.571, -0.276, 2.060], [2.224, 1.989, 4.337], [0.417, 3.398, 3.924], [0.531, 3.090, 2.185], [2.470, 4.821, 3.807], [1.249, 5.387, 2.657], [2.626, 4.445, 2.080], [-0.597, 3.966, 0.034], [-0.847, 3.067, -0.733], [-0.577, 1.801, -0.539], [-1.550, 3.345, -2.045], [-1.903, 2.310, -2.907], [-2.527, 2.584, -4.116], [-2.808, 3.894, -4.465], [-2.463, 4.907, -3.588], [-1.838, 4.658, -2.383], [-2.763, 6.301, -3.960], [-3.049, 6.516, -5.119], [-2.701, 7.138, -3.086], [-1.674, 1.292, -2.622], [-2.788, 1.776, -4.786], [-3.288, 4.144, -5.400], [-1.574, 5.467, -1.717], [-0.195, -1.881, -2.824], [0.842, -1.271, -1.356], [1.815, -2.829, -0.706], [2.614, -2.464, 0.553], [2.739, -3.478, -1.734], [0.732, -3.856, -0.325], [2.304, -0.110, -2.642], [2.393, -0.866, -3.943], [1.577, 1.216, -2.741], [3.583, -0.053, -1.839], [0.368, -2.600, -3.417], [-0.516, -1.070, -3.479], [-1.099, -2.390, -2.479], [3.463, -1.823, 0.298], [3.007, -3.372, 1.023], [1.988, -1.947, 1.285], [3.504, -2.797, -2.097], [2.179, -3.864, -2.588], [3.253, -4.323, -1.265], [0.019, -3.444, 0.385], [1.198, -4.734, 0.138], [0.182, -4.198, -1.204], [1.482, -0.775, -4.532], [2.631, -1.919, -3.810], [3.210, -0.435, -4.538], [0.626, 1.120, -3.267], [2.191, 1.926, -3.317], [1.403, 1.667, -1.768], [4.122, -0.997, -1.846], [3.408, 0.261, -0.818], [4.249, 0.706, -2.278], [-5.023, 0.802, 0.322], [-3.736, 0.441, 1.034], [-2.638, 0.373, 0.105], [-5.859, 0.749, 1.019], [-5.205, 0.103, -0.495], [-4.976, 1.814, -0.086], [-3.824, -0.549, 1.479], [-3.513, 1.159, 1.827], [-2.572, 1.222, -0.352]],
  "energy_ha": -2824.26497,
  "total_charge": 1,
  "e_above_lowest_kcal_mol": 106.0,
  "homo_lumo_gap_ha": [0.197, 0.212],
  "multiplicity": 2,
  "e_lumo_ev": [-5.10, -4.69]
}



{
  "formula": "C33H50BBrCl51N2O6P2",
  "method": "ωB97M-V/def2-TZVPD",
  "species": ["C", "C", "P", "C", "B", "C", "C", "C", "Br", "O", "C", "C", "C", "C", "C", "O", "O", "C", "O", "O", "C", "N", "C", "C", "C", "P", "N", "O", "H", "H", "H", "H", "H", "H", "H", "H", "H", "H", "H", "H", "H", "H", "H", "H", "H", "H", "H", "H", "H", "H", "H", "H", "H", "H", "H", "H", "H", "H", "H", "H", "H", "C", "Cl", "Cl", "Cl", "H", "C", "Cl", "Cl", "Cl", "H", "C", "Cl", "Cl", "Cl", "H", "C", "Cl", "Cl", "Cl", "H", "C", "Cl", "Cl", "Cl", "H", "C", "Cl", "Cl", "Cl", "H", "C", "Cl", "Cl", "Cl", "H", "C", "Cl", "Cl", "Cl", "H", "C", "Cl", "Cl", "Cl", "H", "C", "Cl", "Cl", "Cl", "H", "C", "Cl", "Cl", "Cl", "H", "C", "Cl", "Cl", "Cl", "H", "C", "Cl", "Cl", "Cl", "H", "C", "Cl", "Cl", "Cl", "H", "C", "Cl", "Cl", "Cl", "H", "C", "Cl", "Cl", "Cl", "H", "C", "Cl", "Cl", "Cl", "H"],
  "coordinates": [[3.148, -1.602, 2.147], [4.383, -1.260, 1.171], [3.762, -0.125, -0.260], [5.251, 0.252, -1.366], [2.405, -1.194, -1.140], [1.013, -0.649, -0.395], [0.030, 0.098, -1.408], [0.660, 1.530, -1.744], [-1.720, 0.480, -0.457], [2.713, -2.651, -1.002], [2.925, -3.277, -2.304], [4.539, -3.118, -2.436], [5.200, -4.098, -3.513], [6.143, -5.239, -2.877], [7.705, -4.945, -3.016], [8.472, -5.498, -2.177], [8.318, -4.150, -3.989], [2.750, -4.838, -2.108], [2.287, -5.551, -3.304], [3.107, -6.651, -3.529], [2.005, -2.381, -3.241], [0.662, -2.733, -3.693], [-0.070, -3.518, -2.987], [-0.712, -4.779, -3.766], [-0.466, -3.409, -1.460], [2.909, -1.994, -4.909], [1.941, -1.085, -5.850], [2.204, -1.083, -2.595], [3.551, -1.886, 3.176], [2.580, -2.490, 1.704], [2.468, -0.692, 2.228], [5.223, -0.690, 1.690], [4.803, -2.239, 0.771], [5.822, 1.148, -0.953], [5.981, -0.635, -1.258], [5.024, 0.333, -2.473], [0.492, -1.470, 0.216], [1.301, 0.142, 0.385], [-0.261, -0.512, -2.311], [1.094, 1.613, -2.787], [1.528, 1.737, -1.025], [-0.098, 2.367, -1.551], [4.997, -3.276, -1.404], [4.765, -2.060, -2.765], [5.901, -3.452, -4.152], [4.453, -4.527, -4.266], [5.878, -6.245, -3.386], [5.920, -5.265, -1.763], [9.119, -3.728, -3.601], [3.646, -5.360, -1.623], [1.900, -4.981, -1.346], [3.210, -6.672, -4.508], [-1.813, -4.514, -3.912], [-0.239, -4.886, -4.792], [-0.616, -5.707, -3.131], [-0.944, -2.416, -1.169], [0.392, -3.628, -0.736], [-1.259, -4.205, -1.221], [3.141, -3.223, -5.640], [4.138, -1.328, -4.677], [1.052, -0.866, -5.390], [-5.363, 2.755, -0.077], [-6.977, 3.422, 0.209], [-4.990, 1.517, 1.131], [-5.248, 2.094, -1.715], [-4.638, 3.560, 0.019], [8.435, 0.808, 1.997], [6.762, 1.055, 1.488], [8.830, -0.917, 2.018], [9.547, 1.687, 0.936], [8.547, 1.196, 3.007], [-3.382, -2.082, 1.172], [-4.200, -2.776, -0.235], [-4.489, -1.989, 2.551], [-1.947, -3.028, 1.588], [-3.064, -1.072, 0.919], [-1.496, -8.917, -4.600], [-0.025, -8.058, -4.128], [-2.521, -9.218, -3.190], [-2.382, -8.003, -5.829], [-1.211, -9.875, -5.026], [4.337, 3.123, 3.983], [3.625, 2.529, 2.478], [3.117, 3.200, 5.264], [5.689, 2.093, 4.473], [4.716, 4.127, 3.811], [-8.887, 4.775, 3.733], [-10.339, 3.954, 4.321], [-8.295, 5.930, 4.936], [-7.631, 3.599, 3.328], [-9.146, 5.323, 2.830], [-5.684, 8.690, 5.814], [-4.142, 7.993, 6.326], [-5.978, 10.225, 6.641], [-5.714, 8.911, 4.059], [-6.478, 7.999, 6.084], [-7.731, -3.123, -1.783], [-6.207, -3.970, -2.082], [-7.540, -1.393, -2.080], [-9.023, -3.798, -2.789], [-8.004, -3.260, -0.739], [-6.009, 10.834, 10.857], [-5.056, 12.232, 10.346], [-7.740, 11.182, 10.729], [-5.589, 9.410, 9.898], [-5.778, 10.626, 11.898], [8.849, -7.910, -4.731], [7.181, -7.678, -5.253], [9.272, -9.628, -4.712], [9.946, -7.009, -5.785], [8.946, -7.523, -3.718], [11.590, -5.102, -1.192], [12.855, -5.676, -2.292], [11.834, -5.769, 0.428], [11.568, -3.333, -1.140], [10.623, -5.446, -1.564], [-1.246, 3.671, -5.008], [-2.695, 2.854, -4.402], [-0.639, 4.828, -3.815], [0.005, 2.493, -5.425], [-1.514, 4.217, -5.908], [-12.701, 1.708, 1.774], [-13.005, 0.381, 0.646], [-11.157, 2.490, 1.414], [-14.021, 2.885, 1.722], [-12.650, 1.297, 2.780], [-10.355, 8.293, 11.622], [-11.063, 7.685, 10.120], [-11.566, 8.327, 12.912], [-8.966, 7.309, 12.099], [-10.010, 9.310, 11.451], [4.974, 0.791, -7.114], [4.190, 2.051, -8.082], [6.388, 1.455, -6.263], [3.814, 0.067, -5.973], [5.321, 0.010, -7.788], [-6.666, -0.277, -5.653], [-8.103, -1.087, -5.023], [-6.064, 0.879, -4.458], [-5.416, -1.458, -6.066], [-6.936, 0.265, -6.556], [-3.616, 12.915, 14.155], [-1.887, 12.637, 13.909], [-4.240, 14.057, 12.958], [-4.506, 11.386, 14.089], [-3.755, 13.347, 15.143]],
  "energy_ha": -28599.40427,
  "total_charge": -1,
  "homo_lumo_gap_ha": 0.201,
  "multiplicity": 1,
  "e_lumo_ev": 1.05
}



> What is the formula in the first record?

C33H49IrN4O7SSi